1.
Here is a structure of composition C33H53N2O2P2SSr in a non-equilibrium geometry from OMol25. Energies are from wB97M-V/def2-TZVPD.

Properties
total charge = +1
E = -72399.77513 eV
highest occupied orbital energy = -9.09 eV

Each line ends with the Mulliken charge.
Cartesian coordinates (Å):
C (1.09228, -0.31467, -3.05394)  -0.19
C (-0.90459, 0.87209, -2.84211)  -1.58
C (1.10518, -0.11969, -4.43749)  -1.08
C (-0.96218, 1.07630, -4.22722)  -0.93
C (0.06439, 0.57941, -5.03835)  -1.19
H (1.95226, -0.53012, -4.99818)  0.51
H (-1.82835, 1.59494, -4.63716)  0.56
H (0.03786, 0.73737, -6.12359)  0.41
N (0.14812, 0.23430, -2.27572)  1.59
P (1.49650, -2.13291, -0.89525)  -0.30
P (-1.65497, 2.20832, -0.34565)  -0.66
C (2.13870, -1.21984, -2.38119)  -0.86
H (2.56872, -1.91508, -3.12564)  0.63
H (2.96537, -0.57681, -2.02813)  0.52
C (-0.18815, -1.14529, 3.39873)  0.23
O (-0.44624, -1.13461, 4.51429)  -0.17
C (-2.09008, 1.22853, -1.95144)  0.85
H (-2.82445, 1.82663, -2.52109)  1.44
C (-3.19304, 2.28183, 0.82560)  2.06
C (-0.82952, 3.84816, -0.69846)  2.17
C (0.37726, -3.55826, -1.44224)  2.17
C (2.93934, -2.61971, 0.27387)  2.55
C (-3.09683, 1.12193, 1.84931)  -1.54
H (-2.30772, 1.28966, 2.60198)  0.21
H (-4.05798, 1.06080, 2.38601)  0.49
H (-2.93275, 0.14133, 1.36959)  0.17
C (-3.23263, 3.58740, 1.64068)  -1.76
H (-2.38458, 3.66847, 2.33375)  0.28
H (-3.25546, 4.48919, 1.01925)  0.31
H (-4.15043, 3.58051, 2.25077)  0.53
C (-4.48405, 2.13587, 0.00154)  -1.59
H (-5.32205, 2.51900, 0.60892)  0.57
H (-4.45846, 2.70523, -0.93773)  0.16
H (-4.68073, 1.08187, -0.24068)  0.30
C (-0.29276, 4.44355, 0.63595)  -1.60
H (-0.06834, 3.66193, 1.37917)  0.06
H (0.65426, 4.97511, 0.45397)  0.47
H (-0.99660, 5.15913, 1.08265)  0.38
C (0.37863, 3.58881, -1.63002)  -1.91
H (1.02286, 2.78591, -1.23919)  -0.07
H (0.05119, 3.32942, -2.64508)  0.36
H (0.98691, 4.50732, -1.68034)  0.70
C (-1.87576, 4.76176, -1.36687)  -1.65
H (-2.84349, 4.26373, -1.53243)  0.34
H (-2.05801, 5.66091, -0.75883)  0.38
H (-1.50952, 5.08569, -2.35284)  0.34
C (2.38758, -3.28360, 1.56019)  -1.97
H (3.15150, -3.19605, 2.35107)  0.48
H (1.47654, -2.79071, 1.94263)  0.25
H (2.17268, -4.35228, 1.41987)  0.38
C (3.68781, -1.33947, 0.71134)  -1.98
H (3.98092, -0.69528, -0.12847)  0.33
H (3.09827, -0.73200, 1.41717)  0.12
H (4.60476, -1.64388, 1.24364)  0.64
C (3.89563, -3.57089, -0.46817)  -1.63
H (4.92709, -3.36756, -0.13925)  0.40
H (3.67919, -4.62572, -0.23887)  0.38
H (3.88086, -3.43770, -1.55952)  0.28
C (-0.76979, -3.03134, -2.34931)  -1.53
H (-0.82012, -3.59746, -3.29302)  0.33
H (-1.73811, -3.08947, -1.83277)  0.38
H (-0.65030, -1.97898, -2.60685)  -0.07
C (-0.26396, -4.22181, -0.20505)  -1.88
H (-0.76160, -3.48292, 0.44160)  0.29
H (-1.04367, -4.91772, -0.55237)  0.53
H (0.45238, -4.79112, 0.39928)  0.33
C (1.22334, -4.56390, -2.22344)  -1.69
H (1.73345, -4.09537, -3.07486)  0.36
H (1.98162, -5.05113, -1.59852)  0.28
H (0.55423, -5.34331, -2.61672)  0.53
Sr (0.02146, -0.08466, 0.58878)  1.76
N (-2.07825, -0.76641, -0.42732)  -0.62
C (-2.67588, -0.18475, -1.37663)  0.31
C (-3.91249, -0.73726, -2.03419)  0.26
C (-4.61428, -1.70852, -1.31382)  -0.22
C (-4.37012, -0.32513, -3.28937)  -0.15
C (-5.81721, -2.21270, -1.80442)  -0.87
H (-4.19119, -2.02993, -0.35994)  0.34
C (-5.56674, -0.85340, -3.78886)  -0.89
H (-3.80527, 0.40674, -3.87086)  0.30
C (-6.29209, -1.79123, -3.04720)  -0.51
H (-6.38316, -2.93123, -1.20685)  0.40
H (-5.93094, -0.51655, -4.76045)  0.41
H (-7.23579, -2.18729, -3.43286)  0.40
C (4.27559, 2.90030, 0.83143)  -1.09
S (2.60399, 2.59158, 1.45090)  0.53
C (2.96070, 1.67293, 2.95993)  -0.88
O (2.01585, 1.48666, 0.54792)  -0.65
H (4.83195, 1.95608, 0.70285)  0.31
H (4.76300, 3.55222, 1.56808)  0.43
H (4.20012, 3.43560, -0.12904)  0.33
H (3.01421, 2.40540, 3.77558)  0.47
H (2.13615, 0.96248, 3.15088)  0.09
H (3.91799, 1.13364, 2.85389)  0.35

***

2.
Here is the ion C13H19N2 with charge +1 in a non-equilibrium geometry from OMol25. Energies are from wB97M-V/def2-TZVPD.

Properties
total charge = +1
E = -16762.01495 eV
highest occupied orbital energy = -11.11 eV
SMILES = CC1=[N+](CN(C)c2ccccc2)CCC1

Each line ends with the Mulliken charge.
Cartesian coordinates (Å):
C (1.98094, -0.46278, 1.40692)  -1.44
C (0.52637, -0.22009, 1.44847)  0.68
N (-0.15286, 0.90485, 1.60538)  0.35
C (0.28324, 2.32271, 1.30665)  -1.00
N (0.08621, 3.46398, 2.39834)  0.30
C (1.02399, 3.46055, 3.48019)  -1.31
C (-0.43074, 4.74164, 2.06795)  0.16
C (-1.80514, 4.91449, 1.76372)  -0.27
C (-2.39065, 6.18125, 1.77976)  -0.47
C (-1.64196, 7.34836, 1.89338)  -0.53
C (-0.25812, 7.19821, 2.01852)  -0.50
C (0.34308, 5.94048, 2.13325)  -0.14
C (-1.61836, 0.66796, 1.46953)  -0.51
C (-1.76966, -0.85209, 1.34022)  -0.66
C (-0.34704, -1.41952, 1.32092)  -0.54
H (2.10866, -1.55359, 1.47322)  0.41
H (2.47214, -0.14064, 0.47884)  0.36
H (2.46619, -0.01331, 2.27698)  0.36
H (-0.38204, 2.64463, 0.49807)  0.41
H (1.33585, 2.29869, 1.03365)  0.41
H (0.82108, 4.29431, 4.17490)  0.46
H (0.98480, 2.55783, 4.10989)  0.30
H (2.05980, 3.65209, 3.15722)  0.43
H (-2.43477, 4.03282, 1.67964)  0.30
H (-3.47091, 6.27136, 1.70326)  0.36
H (-2.11043, 8.34064, 1.83076)  0.37
H (0.34006, 8.10888, 2.04598)  0.35
H (1.41099, 5.91829, 2.35255)  0.35
H (-2.13088, 1.06972, 2.34254)  0.34
H (-1.97084, 1.15922, 0.56225)  0.35
H (-2.32418, -1.22361, 2.20574)  0.29
H (-2.32125, -1.15472, 0.44258)  0.31
H (-0.16344, -2.03427, 0.42361)  0.38
H (-0.18238, -2.11616, 2.16011)  0.36

***

3.
Here is a structure of composition C4H7N2S in a non-equilibrium geometry from OMol25. Energies are from wB97M-V/def2-TZVPD.

Properties
total charge = +1
E = -18066.17174 eV
highest occupied orbital energy (spin up / spin down) = -13.01 / -12.85 eV

Each line ends with the Mulliken charge.
Cartesian coordinates (Å):
C (-0.47322, -0.03634, 1.58277)  -0.34
C (-1.17506, 0.40158, 0.48970)  -0.25
C (0.77712, -0.52025, -0.19039)  -0.59
C (-1.18305, -0.23192, -1.77412)  -0.15
N (0.65078, -0.70649, 1.22392)  0.02
N (-0.46713, 0.00178, -0.66413)  0.27
S (2.75340, 0.86850, -0.05656)  -0.09
H (-0.66358, -0.00561, 2.61543)  0.46
H (-2.13505, 1.07182, 0.35833)  0.33
H (1.15695, -1.26365, -0.89044)  0.46
H (-2.20290, 0.16971, -1.94531)  0.26
H (-0.62098, -0.65695, -2.69238)  0.26
H (1.22063, -1.15756, 1.87600)  0.19
H (2.36209, 2.06538, 0.06718)  0.16

***

For reference, energy above the lowest of the compared OMol25 structures with the same formula, charge and spin by record: 70.41 124.76 407.22 kJ/mol.